(1)
A single C33H43NO12 molecule. Source: the Open Molecules 2025 dataset; level of theory: ωB97M-V/def2-TZVPD.

The total energy comes out at -60979.620 eV. The LUMO energy comes out at 0.5 eV.

Atoms and positions in Å:
C 0.394 -0.161 6.413
O 0.783 -0.543 5.117
C -0.068 -1.524 4.555
C 0.439 -1.957 3.163
C -0.656 -2.816 2.515
N -0.446 -2.996 1.097
C -0.928 -4.071 0.450
O -0.954 -4.224 -0.748
C 0.059 -1.884 0.324
C -0.875 -0.667 0.397
C -0.533 -0.010 1.757
O -1.654 -0.064 2.616
C -1.910 1.131 3.320
C 0.742 -0.754 2.251
C 1.333 -1.262 0.923
C 1.811 -0.140 -0.050
C 2.074 1.293 0.463
C 1.496 2.250 -0.601
O 2.347 3.351 -0.725
C 1.428 1.361 -1.856
O 0.606 1.936 -2.855
C 0.476 1.261 -4.008
O 1.097 0.264 -4.278
C -0.537 1.887 -4.891
C -1.155 3.090 -4.557
C -2.120 3.620 -5.394
C -2.472 2.958 -6.560
C -1.857 1.763 -6.897
C -0.891 1.227 -6.066
C 0.880 0.073 -1.248
C -0.598 0.219 -0.834
O -1.287 -0.366 -1.971
C -2.607 -0.440 -2.064
C -2.997 -1.222 -3.285
O -3.391 0.042 -1.278
C -1.054 1.701 -0.676
O -2.091 1.858 0.255
C 0.050 2.722 -0.297
O -0.136 3.919 -1.028
C -1.200 4.722 -0.572
C 2.516 -2.237 1.081
O 2.799 -2.732 -0.214
C 4.042 -3.372 -0.348
C 2.262 -3.363 2.082
C 1.731 -2.782 3.384
O 2.768 -2.020 3.951
H 0.428 -1.014 7.102
H -0.620 0.253 6.415
H 1.101 0.599 6.739
H -0.092 -2.408 5.214
H -1.087 -1.133 4.487
H -0.694 -3.800 2.993
H -1.619 -2.316 2.677
H -1.305 -4.841 1.150
H 0.193 -2.270 -0.686
H -1.927 -0.960 0.404
H -0.284 1.038 1.604
H -2.797 0.944 3.924
H -1.071 1.399 3.972
H -2.112 1.952 2.626
H 1.419 -0.090 2.789
H 2.746 -0.504 -0.479
H 1.660 1.509 1.442
H 3.144 1.494 0.517
H 1.857 4.037 -1.202
H 2.430 1.191 -2.267
H -0.870 3.599 -3.649
H -2.600 4.553 -5.138
H -3.227 3.377 -7.209
H -2.132 1.250 -7.806
H -0.396 0.298 -6.305
H 0.942 -0.746 -1.964
H -4.053 -1.083 -3.495
H -2.387 -0.914 -4.130
H -2.796 -2.274 -3.089
H -1.408 2.007 -1.675
H -2.825 1.277 -0.026
H -0.046 2.955 0.774
H -1.224 5.593 -1.225
H -2.156 4.195 -0.622
H -1.028 5.043 0.462
H 3.376 -1.652 1.452
H 4.061 -4.345 0.154
H 4.854 -2.751 0.051
H 4.190 -3.522 -1.416
H 1.574 -4.093 1.661
H 3.207 -3.862 2.305
H 1.480 -3.617 4.067
H 2.376 -1.406 4.592



(2)
A molecular structure, C33H44BrMoN3OS2Si in a non-equilibrium geometry. Source: the Open Molecules 2025 dataset; level of theory: ωB97M-V/def2-TZVPD.

The energy above the lowest of the compared OMol25 structures with the same formula, charge and spin comes out at 9.7 kcal/mol. The total energy comes out at -142902.095 eV. The LUMO energy comes out at -1.5 eV.

Atoms and positions in Å:
Mo -0.410 -0.788 0.301
C -2.481 3.241 1.282
C -2.159 1.941 0.598
N -1.032 1.351 0.826
N -0.214 2.095 1.676
C 0.877 1.534 2.042
S 1.471 -0.037 1.597
S 1.981 2.377 3.113
C 0.931 3.735 3.729
C 0.167 3.348 4.964
C -0.928 2.491 4.885
C -1.608 2.116 6.031
C -1.207 2.595 7.271
C -0.116 3.445 7.358
C 0.569 3.815 6.209
C -3.177 1.352 -0.302
C -4.249 2.125 -0.762
C -5.257 1.584 -1.541
C -5.235 0.235 -1.865
C -4.172 -0.550 -1.457
C -3.144 0.017 -0.719
O -2.076 -0.766 -0.462
H -2.180 3.186 2.326
H -3.538 3.469 1.236
H -1.914 4.058 0.833
H 0.278 4.010 2.904
H 1.611 4.562 3.930
H -1.231 2.085 3.928
H -2.447 1.438 5.953
H -1.740 2.303 8.166
H 0.207 3.818 8.320
H 1.425 4.474 6.281
H -4.292 3.175 -0.522
H -6.064 2.215 -1.885
H -6.034 -0.202 -2.448
H -4.103 -1.597 -1.719
Br -1.587 -1.136 2.666
C 0.369 2.221 -1.781
Si 0.864 0.399 -1.757
C 2.801 0.366 -1.706
C 3.346 1.533 -0.867
C 3.316 -0.959 -1.142
C 3.418 0.546 -3.101
C 0.248 -0.362 -3.441
C -1.275 -0.510 -3.463
C 0.847 -1.759 -3.642
C 0.608 0.516 -4.649
H 0.898 2.736 -2.585
H 0.621 2.718 -0.845
H -0.701 2.348 -1.950
H 2.989 1.536 0.159
H 3.094 2.494 -1.317
H 4.437 1.465 -0.836
H 2.985 -1.108 -0.118
H 4.411 -0.970 -1.145
H 2.974 -1.814 -1.728
H 3.033 1.423 -3.621
H 3.273 -0.327 -3.737
H 4.497 0.685 -2.986
H -1.605 -1.296 -2.792
H -1.595 -0.797 -4.470
H -1.799 0.414 -3.207
H 0.659 -2.402 -2.780
H 1.924 -1.721 -3.796
H 0.407 -2.239 -4.522
H 0.282 1.549 -4.520
H 0.090 0.123 -5.529
H 1.670 0.521 -4.877
C 2.231 -3.319 1.905
C 1.696 -4.151 0.776
C 2.167 -5.438 0.571
C 1.633 -6.251 -0.419
C 0.580 -5.798 -1.193
C 0.068 -4.519 -1.021
C -1.134 -4.089 -1.820
C 0.672 -3.685 -0.066
N 0.198 -2.388 0.044
H 2.765 -3.953 2.611
H 1.425 -2.811 2.438
H 2.928 -2.555 1.556
H 2.956 -5.812 1.210
H 2.025 -7.248 -0.568
H 0.130 -6.447 -1.935
H -1.940 -4.808 -1.670
H -0.909 -4.067 -2.888
H -1.498 -3.107 -1.523



(3)
A molecular structure, C33H44N2O4P3S2V in a non-equilibrium geometry. Source: the Open Molecules 2025 dataset; level of theory: ωB97M-V/def2-TZVPD.

As for the charge: +3. As for the expectation value of S²: 0.767. The energy above the lowest of the compared OMol25 structures with the same formula, charge and spin comes out at 16.6 kcal/mol. The total energy comes out at -121313.585 eV. Its spin multiplicity is 2. The LUMO energy (alpha / beta) comes out at -9.8 / -9.1 eV.

Atoms and positions in Å:
V 1.018 0.319 -0.125
N -0.513 1.270 1.008
C -1.546 1.949 0.164
C -0.852 2.413 -1.092
N -0.137 1.194 -1.618
H -0.952 0.474 1.477
H -0.171 1.907 1.721
H -2.016 2.771 0.696
H -2.303 1.209 -0.074
H -0.101 3.168 -0.871
H -1.542 2.812 -1.830
H 0.379 1.416 -2.465
H -0.851 0.511 -1.888
O -1.501 -1.004 -0.006
P -1.881 -2.419 -0.386
C -0.318 -3.250 -0.874
P 1.017 -2.887 0.261
O 1.102 -1.272 0.381
C 0.734 -3.478 1.890
C 0.690 -2.602 2.978
C 0.471 -3.116 4.247
C 0.299 -4.483 4.420
C 0.345 -5.351 3.334
C 0.567 -4.855 2.063
C 2.538 -3.454 -0.415
C 2.636 -3.926 -1.728
C 3.858 -4.388 -2.193
C 4.966 -4.381 -1.355
C 4.869 -3.908 -0.049
C 3.657 -3.446 0.430
C -2.917 -2.496 -1.827
C -4.173 -1.890 -1.695
C -5.038 -1.863 -2.776
C -4.660 -2.443 -3.984
C -3.423 -3.054 -4.115
C -2.547 -3.085 -3.038
C -2.582 -3.377 0.927
C -2.774 -2.795 2.179
C -3.331 -3.550 3.202
C -3.693 -4.869 2.972
C -3.500 -5.449 1.722
C -2.947 -4.704 0.694
H -0.038 -2.865 -1.857
H -0.411 -4.338 -0.927
H 0.825 -1.539 2.841
H 0.435 -2.451 5.100
H 0.131 -4.880 5.414
H 0.219 -6.416 3.482
H 0.603 -5.534 1.216
H 1.775 -3.953 -2.382
H 3.943 -4.764 -3.205
H 5.911 -4.765 -1.717
H 5.736 -3.929 0.601
H 3.569 -3.101 1.454
H -4.476 -1.458 -0.747
H -6.013 -1.405 -2.675
H -5.344 -2.432 -4.823
H -3.143 -3.517 -5.053
H -1.596 -3.593 -3.149
H -2.494 -1.762 2.345
H -3.489 -3.106 4.176
H -4.146 -5.448 3.766
H -3.794 -6.476 1.547
H -2.829 -5.150 -0.290
C 4.236 4.509 -0.815
C 4.510 3.290 -1.660
C 5.703 3.416 -2.570
O 4.826 2.142 -0.731
P 3.889 1.033 -0.229
S 2.746 0.206 -1.692
S 2.397 1.672 1.040
O 4.724 -0.030 0.490
C 6.192 -0.069 0.892
C 6.530 1.136 1.733
C 7.036 -0.247 -0.345
H 3.982 5.340 -1.473
H 5.121 4.787 -0.241
H 3.404 4.354 -0.127
H 3.628 2.992 -2.226
H 6.601 3.643 -1.993
H 5.529 4.235 -3.269
H 5.866 2.504 -3.145
H 6.202 -0.969 1.499
H 6.596 2.042 1.129
H 7.502 0.969 2.197
H 5.804 1.281 2.535
H 6.982 0.631 -0.988
H 6.732 -1.129 -0.911
H 8.075 -0.376 -0.041